# 1
This record from OMol25 describes a 2-piece molecular cluster, C3H9N2O overall in a non-equilibrium geometry. The level of theory is wB97M-V/def2-TZVPD.

Positions of all 15 atoms, in Å:
N -0.1861 -0.3021 -0.9763
H -1.8703 -1.3820 -0.9061
O 0.8595 -0.2576 2.4183
C 0.4576 0.7945 -1.6848
H 1.8343 -1.6390 1.3357
H 1.1413 0.2331 -2.4611
H -1.9740 0.1474 -2.0334
C -1.4445 -0.4346 -1.2941
H -0.8763 0.5406 1.5489
H 0.5584 -0.7510 0.4488
H -0.3612 0.8738 3.3869
H 1.1572 1.4151 -1.1958
C -0.2261 0.3292 2.4591
H -0.1864 1.3741 -2.3737
N 1.1168 -0.9413 1.3276

Calculated values
E_HOMO (alpha / beta), eV: -14.84 / -14.84
Total charge: +1
E_LUMO (alpha / beta), eV: -5.711 / -5.712
DFT total energy, Ha: -304.0170
Largest force on an atom, eV/A: 4.385
HOMO-LUMO gap (alpha / beta), eV: 9.13 / 9.13

---

# 2
This record from OMol25 describes C18H20BF6N9NiO4S2 as an isolated structure in a non-equilibrium geometry. The level of theory is wB97M-V/def2-TZVPD.

Positions of all 61 atoms, in Å:
Ni 1.1004 1.0500 -0.6973
H 0.7974 1.5548 -4.9105
N -0.4641 -0.8388 0.8202
C -5.1837 -0.5385 0.3045
H 1.6787 0.9152 -3.5368
H -4.0371 1.3353 -0.1700
H -2.1379 -0.1170 -4.5704
H -2.8282 1.7501 2.1826
C 2.6099 -3.0538 -3.2453
H -1.3551 3.8548 2.8535
C -1.9092 2.1004 1.7198
H 1.3159 4.5616 1.8942
C -0.3882 0.5282 -3.2945
F 1.3795 -2.9645 -2.6926
O 4.8438 1.0523 1.3749
H 0.9832 -0.1920 -4.7364
S 3.6996 -1.6108 -2.7333
H -1.3677 -2.0716 2.2212
O 2.6080 1.6897 0.4864
N -3.3276 -1.6869 0.8043
N -1.3592 1.4737 0.6649
C 2.8768 1.6522 3.0961
N 2.9712 -0.6068 1.5820
H 3.7616 -2.3620 2.3889
F 3.1781 -4.1597 -2.6955
H -3.2477 -0.6461 -2.1872
C 1.5954 -0.9223 1.5395
O 4.3382 -1.1957 -3.9335
N -0.2424 0.4957 -1.9820
N -3.0028 -0.4056 0.4847
H -5.6968 -3.5739 0.2079
H 0.5008 5.0833 0.3898
H -6.3526 -2.7799 1.6045
F 2.5326 -3.0881 -4.5514
C 0.9270 4.2421 0.9184
C 0.8437 -1.7366 2.3503
S 3.4125 0.9461 1.4777
C -0.1504 3.2449 1.0744
C 4.0376 -1.5830 1.6772
C -4.6542 -1.7571 0.7075
C 0.8005 0.7409 -4.1650
H 4.2690 -1.9938 0.7115
O 2.9748 -0.6935 -1.9200
H -4.7606 -3.6565 1.6972
C -1.6846 0.0681 -3.6311
N 0.7950 -0.3906 0.5958
F 3.3231 2.9064 3.1100
N -0.2466 2.1756 0.2895
H 1.1506 -2.3041 3.1899
N -1.3898 0.0612 -1.4269
B -1.6273 0.0293 0.1317
C -5.3726 -3.0105 1.0965
C -0.4470 -1.6639 1.8738
H 1.7925 3.8296 0.3607
C -4.0912 0.2859 0.1276
C -1.1707 3.2209 2.0250
H 4.9295 -1.1262 2.0543
C -2.2522 -0.2655 -2.4271
F 3.3769 0.9134 4.0718
F 1.5699 1.5768 3.1642
H -6.2265 -0.3431 0.1817

Calculated values
E_HOMO (alpha / beta), eV: -11.69 / -11.69
Total charge: +1
E_LUMO (alpha / beta), eV: -2.148 / -5.646
DFT total energy, Ha: -4420.2609
Largest force on an atom, eV/A: 2.265
⟨S²⟩: 3.76
HOMO-LUMO gap (alpha / beta), eV: 9.54 / 6.04
Multiplicity: 4

---

# 3
This record from OMol25 describes C2H10N2O2 as an isolated structure in a non-equilibrium geometry. The level of theory is wB97M-V/def2-TZVPD.

Positions of all 16 atoms, in Å:
H -0.7418 1.6833 -1.7473
C -1.0415 0.6901 -2.0837
O 1.5221 0.3862 1.1006
C -0.2684 -0.7102 2.4548
O -0.9259 0.1935 1.8048
H -2.1357 0.6670 -2.1416
H -0.4927 -1.7623 2.1840
H 1.2446 -0.0501 -0.7816
H 2.7047 0.9632 -0.3424
H -0.7484 -1.2451 -1.4637
H -0.6523 0.5449 -3.0932
H -0.8021 -0.1510 -0.2128
H 1.0058 -0.6036 2.0475
N 1.9832 0.2805 -0.0966
N -0.4747 -0.3119 -1.1753
H -0.1767 -0.5744 3.5467

Calculated values
E_HOMO (alpha / beta), eV: -8.85 / -9.12
E_LUMO (alpha / beta), eV: -0.132 / -0.522
DFT total energy, Ha: -341.9797
Largest force on an atom, eV/A: 1.999
HOMO-LUMO gap (alpha / beta), eV: 8.72 / 8.60

---

# 4
This record from OMol25 describes an isolated ion of composition C4H11N2S and charge -1 in a non-equilibrium geometry. The level of theory is wB97M-V/def2-TZVPD.

Positions of all 18 atoms, in Å:
H 1.7155 1.8527 -0.2183
C 0.7132 -0.0205 -0.0639
C -2.0320 -0.9055 0.8682
H 1.8461 1.0209 1.3195
H -0.5098 1.4524 -1.0145
H -1.8592 -0.2594 -1.1051
H 1.7446 -1.2448 -1.1134
C 1.9632 0.8739 0.2371
H -2.0041 -0.4244 1.8471
N 0.7718 -0.9217 -1.2164
H -0.5387 1.4263 0.8047
S 3.5144 0.2847 -0.4652
H 0.5671 -0.6188 0.8480
N -1.8255 0.0718 -0.1571
H -1.3522 -1.7718 0.8874
C -0.5777 0.8327 -0.1176
H 0.9035 -0.3470 -2.0514
H -3.0403 -1.3014 0.7109

Calculated values
E_HOMO, eV: -2.60
Total charge: -1
SMILES: CNC[C@@H](N)C[S-]
E_LUMO, eV: 3.738
DFT total energy, Ha: -666.7169
Largest force on an atom, eV/A: 1.734
HOMO-LUMO gap, eV: 6.33

---

# 5
This record from OMol25 describes a 4-piece molecular cluster, C30H50ClN4O2 overall in a non-equilibrium geometry. The level of theory is wB97M-V/def2-TZVPD.

Positions of all 87 atoms, in Å:
H -1.5732 -6.8407 3.3054
H 0.3692 -0.7336 -3.7600
H -2.1794 -0.5987 -3.1740
H -2.4382 4.7341 1.3314
C 1.9549 1.3928 -4.0890
C 3.8557 2.1129 -5.4743
H -0.6738 3.4960 4.2236
Cl -2.6071 -1.2056 -0.2463
H -0.0118 -5.3905 4.5039
H 6.2982 1.7973 -6.0442
N 0.6219 3.1939 1.9076
H 2.4915 2.7419 -0.0367
H 1.0105 -6.8473 2.8891
C -1.5174 2.6579 -3.4291
C -1.5601 0.2698 -3.3430
C -0.4709 -3.6210 3.2786
H -1.1664 3.9590 -0.4438
H 6.7526 0.8839 -4.6381
N 4.7133 1.3721 -4.7854
H 0.2154 3.5259 -4.0203
H -0.3782 6.5006 1.8221
H -0.9216 1.5805 -0.7124
N -1.8610 -4.1109 2.7787
H 0.1521 5.4783 0.5552
C 0.3724 -4.9132 3.6024
H 0.7414 -0.0267 0.5335
C 2.9868 0.7706 -3.2731
H -2.2380 3.3453 2.2544
H -0.6938 -4.7188 0.2613
C 0.9742 0.7099 1.3025
C 0.2688 -2.8883 2.1266
C 1.4370 2.6804 -0.3055
C -1.6727 3.2900 0.2520
O 1.8851 3.3198 2.4797
H 0.4657 0.4528 2.2317
H -3.5530 -6.7177 1.4138
H 0.4504 4.7657 4.2724
H -1.4656 1.2422 0.8827
C -3.4627 -5.8727 2.0963
H 1.8741 2.6298 -5.8673
H 5.0990 0.3588 -3.0061
C -0.9416 1.9960 0.2950
H -1.5163 -2.0827 4.3816
C -0.2365 2.5786 -3.7657
H -3.6694 0.9183 -1.9157
C -1.7327 -5.0000 0.4342
H 1.3949 -4.6078 3.8246
H -4.2090 -5.1933 1.6846
H 1.4608 1.9838 -1.1435
H 0.1546 -1.8662 4.4486
C 0.4851 1.4170 -3.8700
C -2.0706 -5.3132 1.9427
C 4.3087 0.7390 -3.6365
H 6.2757 2.6427 -4.4357
H -1.2851 5.0917 4.0597
C -1.6771 3.9953 1.5828
H -1.3427 -7.2766 1.6915
C 2.4780 2.0443 -5.1899
C -0.5950 -2.6569 4.4799
H -2.1287 3.5476 -3.4625
H -3.8546 2.5550 -2.4078
C 0.3469 -6.0349 2.5929
C -0.3316 4.3116 2.2000
H 1.0797 3.5840 -0.7994
H 1.1667 -2.3777 2.4747
H -3.7342 -6.2981 3.0625
C 0.1995 5.5948 1.6379
C -0.1882 0.1899 -3.7074
N -2.1730 1.4806 -3.1918
H -0.4983 -3.2261 5.4044
H -0.4533 -2.2220 1.6546
C -0.4558 4.4545 3.7526
H 0.7968 -5.6718 1.6689
C 6.1209 1.7068 -4.9726
H 2.0520 0.6584 1.4568
H -4.2108 1.3215 -3.6609
C -3.6025 1.5658 -2.7900
O -2.9674 -3.2811 2.9793
H 4.2982 2.7016 -6.2643
H 2.6444 0.1790 -2.4369
H -2.2844 -4.1062 0.1428
H 0.5199 -3.4593 1.2327
H -2.6968 3.0304 -0.0164
H 1.2517 5.7786 1.8551
C -1.1482 -6.4536 2.3793
H -2.1047 -5.8558 -0.1290
C 0.5289 2.1398 0.8203

Calculated values
E_HOMO, eV: -14.49
Total charge: +3
E_LUMO, eV: -10.757
DFT total energy, Ha: -2001.5984
Largest force on an atom, eV/A: 9.313
HOMO-LUMO gap, eV: 3.73

---

# 6
This record from OMol25 describes a 15-piece molecular cluster, C42H126N9O15P3S12 overall in a non-equilibrium geometry. The level of theory is wB97M-V/def2-TZVPD.

Positions of all 207 atoms, in Å:
O -3.5431 -5.4680 1.9175
N -7.5093 1.0489 -3.8438
H 4.1018 -6.3041 3.5510
H -6.5889 1.7162 -5.6125
H -1.7501 -6.7567 -0.0112
H 0.8471 -7.2593 -4.8159
O 6.8323 2.0872 -0.2759
H 0.9700 -4.5743 -3.9146
H -3.9839 3.3606 -6.1780
C -3.3245 3.0260 -5.3477
N -0.1447 0.2248 0.8594
H -1.6047 1.1894 -1.1473
C 1.0012 -2.0507 3.3173
O -1.5674 5.7899 0.0282
C 0.3571 -0.9684 -2.9243
H -0.5085 2.6185 -7.5704
C 2.5882 1.9769 -3.3182
C -5.1071 1.3178 -1.1780
O 1.8041 1.4242 -0.4079
H -1.7307 -0.8454 -0.0373
S -1.2240 5.2099 -1.2881
H -5.0793 -2.7101 -2.7848
H -0.8838 -6.5394 -5.2221
O -0.3575 6.4138 6.2503
H 4.8876 -0.4619 2.9829
C 2.1397 -0.7988 5.2551
H 8.3647 2.0009 -2.8009
C 3.7765 3.5643 0.7569
H 6.1335 -5.0619 -3.9903
S 1.3340 -2.3614 4.9863
S 3.8864 3.1666 2.4855
S 7.8763 1.0134 -0.6210
H -0.2967 -5.9162 0.6479
H -0.8756 1.6214 -2.7489
C 2.3073 2.2496 -6.0273
O -4.1010 -1.9761 1.4784
H -2.7515 5.8278 6.2149
C 0.1050 4.0928 -1.0130
O 2.9037 -4.3294 -3.3902
N -6.4743 0.8335 -1.4115
H -5.9850 -1.9865 -4.9785
H 7.7790 -0.9803 -1.7009
C -0.0075 1.1988 1.9373
H -3.3273 4.2906 5.5030
C -7.2027 0.6316 -0.1655
H -9.5967 0.5900 -3.6672
H -0.8887 2.8235 5.3722
H 1.2251 4.9293 2.6826
H -0.1980 3.3917 -0.2285
H -5.8102 0.1305 2.4943
H 2.7187 3.2753 -6.0700
C -2.4994 3.9896 -1.5242
H -4.7249 -0.2773 3.8545
H 5.8302 2.9771 3.7131
H -1.0090 4.5132 2.5165
N -1.7098 5.1410 4.4732
C -1.1777 0.7908 -2.0796
H 1.0995 6.5201 1.7861
H 2.3894 1.7804 -7.0190
C -4.8394 -1.7037 -2.5148
H 0.6766 -6.4613 4.7778
H -6.8119 2.9752 -4.4390
H 5.5642 -0.3899 4.6167
N -0.0992 -0.1235 -1.7376
H -0.0121 -3.9147 -2.6981
H 9.3838 0.6325 -2.3874
P -7.0245 -0.0518 -2.7346
C -0.0509 -4.6243 -3.5121
O -1.8332 -6.3615 -2.6646
H -3.4631 4.5117 -1.6094
S 3.2076 1.2330 -4.9094
H 2.5884 5.2881 5.2952
S -0.3627 -6.2614 -2.9234
H 3.8504 -1.9017 -0.0896
H 1.2686 -0.1275 5.1960
H -4.5165 -4.1603 3.4347
H 0.6712 2.1317 4.9756
N 0.4640 6.5321 3.8230
C -8.9107 1.1292 -4.3121
H -3.8735 -2.7616 4.2264
C 5.1869 -5.5254 -3.8502
H -2.2184 3.4935 3.3163
H -2.5737 5.0369 2.5811
H 5.9802 4.3444 2.5927
H 0.2771 8.3305 4.9848
C 0.7096 7.9689 4.0852
N -5.6265 -0.7114 -3.3274
H -0.2797 -1.8923 -2.8877
H 0.6137 -2.9212 2.8473
H 9.5723 2.1723 -1.4763
H 2.8812 -0.4829 4.5363
H 1.9615 -3.0457 0.4386
H 4.6063 -2.7420 2.8008
H -4.3235 -1.3338 -4.7616
H -9.1525 2.1859 -4.2839
H 5.4651 -6.4151 -3.2872
H 0.3605 8.6162 3.2661
H -3.7108 3.5595 -4.4377
H -0.5160 0.8929 2.8490
H 0.1740 -1.3293 3.3374
H 5.5650 -4.0217 3.6207
H -5.5489 -3.1709 4.5569
C 5.3731 -2.9544 3.5416
C -1.5525 2.6238 -7.2291
H -1.6780 -4.1548 -0.8279
H 3.9305 -6.4117 -1.7106
P 0.9277 0.2113 -0.4278
C -2.5622 -4.2807 -0.1944
H 2.8013 3.6527 5.0561
C 3.1043 -6.1680 3.9712
H 6.2240 2.5954 2.0595
N 1.8574 -1.1474 -0.2925
H 3.3201 -1.7008 -1.7671
H 2.9987 -5.1223 4.3118
C 1.2714 6.0360 2.7484
H -2.1691 0.5357 1.0364
H -3.7795 -1.4944 -2.6580
H 0.2530 -2.4989 -0.0037
H -2.1648 3.1632 -7.9384
H 3.0002 -6.9696 4.6836
O 3.5410 1.7384 2.7668
H 1.5064 1.9112 -3.3488
H 2.2447 4.2470 6.5825
C 1.3431 -2.4875 -0.2712
H 2.8223 3.1727 0.3605
H 6.3018 0.4872 3.1851
O 6.8960 -1.8488 1.6224
H -3.6772 5.8129 4.7134
C 8.8679 1.5026 -1.9833
H 0.1537 -0.4362 -3.8436
P -0.2028 5.6060 4.9903
C -1.8564 4.5023 3.2028
O -8.1456 -0.9373 -2.3803
H -5.0521 -1.6773 -1.4409
C 4.2438 -5.4461 -1.3861
H -0.6686 -8.0329 -4.2739
O 2.3492 -3.4639 5.1040
C -1.4975 -0.3158 0.8832
H -0.5057 2.1512 1.6168
S 6.7505 -1.8832 3.1536
C 2.1066 4.3568 5.5022
S -1.6307 3.3996 -5.6704
S -2.2677 -4.9009 1.4238
H -0.8574 -4.2759 -4.1714
H -2.5856 3.3869 -0.5977
H 0.9603 4.6637 -0.6062
H -5.5781 -0.3279 -5.4255
C -2.9182 5.2791 5.2727
H -3.2753 -4.9418 -0.6678
C 0.1823 2.9384 5.4844
H 1.8160 8.1380 4.1061
H 3.5516 -5.0485 -0.6458
C 3.2885 -1.2342 -0.7689
O 2.4917 -0.0919 -5.0507
H -2.3232 3.4076 -2.4302
C -4.7944 -3.1292 3.7679
C 0.5574 -5.9859 3.8100
H 1.3698 -2.9887 -1.2616
H -4.6105 1.5773 -2.1263
C -0.2186 -7.0660 -4.5355
H 5.2115 -5.5474 -0.8662
H 1.4054 -1.2289 -2.8371
H -1.8995 1.5825 -7.1490
H 1.8892 -1.7662 2.7900
H -8.2773 0.7299 -0.3024
H 3.0517 1.3751 -2.5702
H 3.8002 -0.2677 -0.7606
C 7.0033 -0.2627 -1.4515
H -6.4490 -0.6388 3.9258
H -1.6663 -1.0132 1.6981
H -0.3683 -6.3641 3.3993
H 2.2793 6.2113 2.9957
H 2.4436 -0.7768 6.3143
H 1.2654 2.1605 -5.7671
H -3.1292 -3.3848 -0.0502
H 6.2679 -0.6637 -0.7762
H -6.8495 1.3256 0.5977
C -5.3916 -1.1151 -4.7083
H -3.4539 1.9626 -5.2164
H 4.5881 3.1174 0.1821
H -6.9999 -0.3538 0.2454
H 2.8778 3.0168 -3.1119
H -1.3060 -7.0056 1.6733
H -4.4879 0.6047 -0.6669
H -5.5922 1.7416 -4.1409
H -5.1777 2.1232 -0.4679
S 4.3293 -4.3720 -2.8188
C -5.5695 -0.5762 3.2705
H -1.9272 0.1887 -2.6290
H 3.7519 4.6501 0.6518
H 6.4542 0.0764 -2.3282
C -1.2957 -6.2644 0.8618
H 0.5362 -4.9306 3.9164
H 4.7784 -5.5849 -4.8456
H 0.3243 2.6802 6.5887
O 1.9139 -5.1110 1.8114
C 5.8219 -0.4023 3.5533
C -6.5965 1.9143 -4.5171
S 1.9115 -6.3345 2.6855
O -0.8465 2.4752 -4.7198
N 0.7351 4.1817 5.0313
S -5.3114 -2.1153 2.4418
H 4.9689 -2.5909 4.4662
C 5.6575 3.2991 2.6969
H 1.0466 1.4142 2.1569
H -9.0299 0.8571 -5.3924
H 0.4823 3.5879 -1.9465

Calculated values
E_HOMO, eV: -8.19
E_LUMO, eV: 0.093
DFT total energy, Ha: -9099.2949
Largest force on an atom, eV/A: 2.837
HOMO-LUMO gap, eV: 8.28